# 1
Formula: C26H36N2O4S
Source: the OMol25 dataset
Level of theory: ωB97M-V/def2-TZVPD

Results
Gap between HOMO and LUMO = 0.3149 Ha
Structure (SMILES) = CC(C)[C@H](C)NC(=O)COc1ccc(Sc2ccc(OCC(=O)N[C@H](C)C(C)C)cc2)cc1
Molar mass = 472.7 g/mol

```
! wB97M-V def2-TZVPD RIJCOSX def2/J DEFGRID3
* xyz 0 1
C -1.88 -0.50 -1.64
C -3.28 -1.05 -1.88
C -3.21 -2.28 -2.78
C -3.95 -1.39 -0.53
C -5.37 -1.93 -0.69
N -4.00 -0.21 0.32
C -3.47 -0.16 1.55
O -2.85 -1.06 2.08
C -3.74 1.18 2.26
O -3.76 2.29 1.38
C -2.57 2.69 0.83
C -2.60 3.86 0.08
C -1.46 4.34 -0.52
C -0.25 3.65 -0.38
S 1.18 4.31 -1.19
C 2.46 3.28 -0.50
C 2.76 3.36 0.85
C 3.66 2.48 1.41
C 4.29 1.52 0.61
O 5.09 0.64 1.28
C 5.72 -0.39 0.55
C 4.77 -1.39 -0.13
O 5.16 -2.11 -1.03
N 3.53 -1.41 0.37
C 2.46 -2.19 -0.23
C 1.95 -1.48 -1.49
C 1.35 -2.48 0.79
C 1.88 -3.37 1.92
C 0.71 -1.22 1.37
C 4.05 1.50 -0.76
C 3.13 2.37 -1.31
C -0.23 2.48 0.36
C -1.38 2.00 0.97
H -1.28 -1.24 -1.11
H -1.90 0.41 -1.05
H -1.39 -0.28 -2.59
H -3.88 -0.28 -2.37
H -2.64 -2.04 -3.68
H -2.72 -3.10 -2.27
H -4.20 -2.60 -3.09
H -3.34 -2.12 0.01
H -5.36 -2.91 -1.16
H -5.84 -2.03 0.28
H -5.97 -1.25 -1.30
H -4.49 0.59 -0.03
H -3.00 1.31 3.06
H -4.74 1.14 2.70
H -3.54 4.39 -0.03
H -1.48 5.25 -1.09
H 2.26 4.09 1.47
H 3.89 2.50 2.46
H 6.32 -0.94 1.29
H 6.40 0.01 -0.21
H 3.27 -0.75 1.09
H 2.91 -3.14 -0.54
H 1.61 -0.47 -1.27
H 2.75 -1.42 -2.22
H 1.13 -2.04 -1.93
H 0.58 -3.04 0.26
H 2.27 -4.30 1.52
H 1.09 -3.60 2.62
H 2.69 -2.87 2.45
H 1.38 -0.72 2.07
H 0.44 -0.52 0.59
H -0.19 -1.48 1.92
H 4.54 0.78 -1.40
H 2.91 2.34 -2.36
H 0.69 1.92 0.47
H -1.31 1.09 1.54
*
```


# 2
Formula: C14H19N4
Source: the OMol25 dataset
Level of theory: ωB97M-V/def2-TZVPD

Results
Gap between HOMO and LUMO = 0.3348 Ha
Molar mass = 243.3 g/mol

```
! wB97M-V def2-TZVPD RIJCOSX def2/J DEFGRID3
* xyz 1 1
C -1.42 0.70 2.39
C -0.56 0.87 1.56
C 0.16 0.91 0.29
N -0.40 1.53 -0.83
C 0.51 1.41 -1.80
N 1.58 0.76 -1.38
C 1.41 0.43 -0.02
N 2.26 -0.22 0.90
C 2.58 -1.62 0.50
C 3.56 -2.28 1.56
C 3.67 -1.47 2.90
C 4.85 -0.43 2.82
H -2.16 0.39 3.13
H -1.32 1.98 -0.83
H 0.30 1.83 -2.79
H 2.40 0.53 -1.94
H 3.13 0.31 0.92
H 1.70 -2.28 0.44
H 3.07 -1.57 -0.50
H 3.26 -3.31 1.82
H 4.57 -2.24 1.09
H 3.97 -2.18 3.70
H 2.72 -1.02 3.23
H 5.00 -0.05 1.78
H 4.66 0.47 3.44
H 5.78 -0.95 3.12
N -4.70 1.77 -3.42
C -3.84 1.45 -2.45
C -4.09 0.51 -1.46
C -5.32 -0.13 -1.47
C -6.24 0.19 -2.46
C -5.88 1.14 -3.41
H -2.89 1.98 -2.49
H -3.35 0.29 -0.71
H -5.56 -0.86 -0.71
H -7.20 -0.29 -2.50
H -6.56 1.41 -4.20
*
```


# 3
Formula: C3H5N3O
Source: the OMol25 dataset
Level of theory: ωB97M-V/def2-TZVPD

Results
Gap between HOMO and LUMO = 0.3046 Ha
Molar mass = 99.1 g/mol

```
! wB97M-V def2-TZVPD RIJCOSX def2/J DEFGRID3
* xyz 0 1
N 2.17 0.73 -0.25
C 0.94 0.13 -0.03
C 0.75 -1.19 0.32
N -0.85 -1.15 0.18
C -1.20 0.18 -0.03
O -2.50 0.50 -0.07
N -0.19 0.95 -0.18
H 2.93 0.18 0.13
H 2.21 1.68 0.08
H -0.28 -1.65 -0.64
H -1.43 -1.80 0.70
H -2.55 1.45 -0.22
*
```


# 4
Formula: C36H34EuN6PS3
Source: the OMol25 dataset
Level of theory: ωB97M-V/def2-TZVPD

Results
Gap between HOMO and LUMO (alpha / beta) = 0.2428 / 0.2909 Ha
⟨S²⟩ = 15.7597
Molar mass = 829.8 g/mol

```
! wB97M-V def2-TZVPD RIJCOSX def2/J DEFGRID3
* xyz 1 8
Eu 0.36 -0.22 -0.49
C -0.93 1.11 2.51
N -1.36 1.21 1.11
C -2.76 0.81 1.01
C -3.22 0.28 -0.34
C -4.53 0.49 -0.73
C -4.98 -0.09 -1.90
C -4.10 -0.86 -2.65
C -2.80 -1.00 -2.19
N -2.36 -0.45 -1.06
C -1.16 2.59 0.63
C -1.33 2.76 -0.86
C -2.21 3.68 -1.39
C -2.27 3.83 -2.77
C -1.45 3.06 -3.57
C -0.60 2.15 -2.96
N -0.54 2.00 -1.64
C 0.54 1.36 2.74
C 0.96 1.98 3.91
C 2.32 2.12 4.14
C 3.21 1.66 3.19
C 2.71 1.07 2.04
N 1.40 0.91 1.82
H -1.17 0.10 2.86
H -1.51 1.81 3.15
H -3.42 1.64 1.30
H -2.93 0.01 1.74
H -5.19 1.10 -0.12
H -6.00 0.05 -2.23
H -4.40 -1.33 -3.57
H -2.08 -1.57 -2.76
H -0.15 2.90 0.89
H -1.86 3.28 1.14
H -2.84 4.27 -0.74
H -2.95 4.55 -3.22
H -1.46 3.14 -4.65
H 0.05 1.50 -3.54
H 0.24 2.34 4.63
H 2.68 2.59 5.04
H 4.28 1.75 3.31
H 3.37 0.70 1.26
S 3.07 0.02 -1.34
P 2.46 -0.79 -3.07
S 0.59 -1.51 -3.05
C 3.61 -2.08 -3.57
C 3.34 -3.42 -3.29
C 4.27 -4.40 -3.62
C 5.46 -4.05 -4.23
C 5.73 -2.71 -4.51
C 4.81 -1.73 -4.18
C 2.55 0.48 -4.38
C 3.19 1.69 -4.18
C 3.22 2.64 -5.19
C 2.61 2.38 -6.40
C 1.96 1.17 -6.61
C 1.93 0.22 -5.60
H 2.40 -3.69 -2.83
H 4.05 -5.43 -3.40
H 6.18 -4.81 -4.49
H 6.66 -2.44 -5.00
H 5.03 -0.70 -4.41
H 3.67 1.89 -3.22
H 3.73 3.58 -5.02
H 2.63 3.13 -7.19
H 1.49 0.96 -7.56
H 1.42 -0.72 -5.76
N -2.45 -5.38 4.37
C -1.90 -4.17 4.61
S -1.89 -3.42 6.05
C -1.26 -3.55 3.40
C -0.05 -2.88 3.53
C 0.48 -2.26 2.41
N -0.13 -2.25 1.22
C -1.28 -2.91 1.10
C -1.88 -3.58 2.16
H -2.86 -5.87 5.15
H -2.25 -5.88 3.53
H 0.46 -2.84 4.48
H 1.42 -1.73 2.47
H -1.75 -2.90 0.12
H -2.83 -4.07 2.01
*
```


# 5
Formula: C42H108N7O12
Source: the OMol25 dataset
Level of theory: ωB97M-V/def2-TZVPD

Results
Gap between HOMO and LUMO = 0.2816 Ha
Molar mass = 903.4 g/mol

```
! wB97M-V def2-TZVPD RIJCOSX def2/J DEFGRID3
* xyz 5 1
C 18.43 14.96 12.14
O 18.57 14.40 10.78
C 17.88 15.22 9.90
C 17.71 14.49 8.64
N 19.08 13.87 8.33
H 19.37 13.42 9.19
H 19.01 13.19 7.52
C 20.15 14.91 7.94
C 21.39 14.12 7.57
O 20.99 13.04 6.77
C 21.69 11.85 6.97
H 18.31 16.00 12.19
H 19.29 14.71 12.75
H 17.53 14.53 12.59
H 18.44 16.20 9.76
H 16.86 15.48 10.15
H 17.35 15.18 7.90
H 17.19 13.59 8.73
H 20.42 15.61 8.77
H 19.84 15.44 7.08
H 21.93 13.77 8.45
H 22.08 14.76 6.97
H 22.76 11.95 6.70
H 21.30 11.08 6.33
H 21.61 11.48 8.00
C 15.46 5.52 30.32
O 14.59 6.09 29.33
C 13.21 5.91 29.69
C 12.35 6.22 28.45
N 13.06 7.16 27.52
H 14.05 7.19 27.89
H 13.08 6.76 26.59
C 12.62 8.59 27.34
C 13.49 9.19 26.21
O 13.43 8.39 25.04
C 14.05 8.95 23.90
H 15.05 5.72 31.34
H 16.46 5.88 30.21
H 15.47 4.38 30.25
H 12.90 6.52 30.48
H 13.04 4.88 29.97
H 11.50 6.75 28.83
H 12.00 5.42 27.83
H 12.78 9.16 28.25
H 11.59 8.54 27.08
H 14.52 9.18 26.62
H 13.13 10.27 25.96
H 15.11 9.04 23.97
H 13.55 9.92 23.78
H 13.69 8.34 23.15
C 25.76 15.62 23.66
O 24.50 16.14 23.15
C 24.44 16.26 21.75
C 23.17 17.05 21.46
N 22.00 16.52 22.21
H 21.61 15.69 21.69
H 22.29 16.19 23.14
C 20.87 17.49 22.30
C 20.14 17.54 21.03
O 19.70 16.23 20.77
C 18.93 16.10 19.61
H 25.76 15.72 24.77
H 26.62 16.16 23.34
H 25.85 14.55 23.32
H 24.48 15.33 21.13
H 25.29 16.81 21.31
H 22.98 17.04 20.37
H 23.32 18.08 21.82
H 21.28 18.47 22.57
H 20.22 17.15 23.12
H 20.63 17.88 20.11
H 19.29 18.24 21.17
H 17.89 16.48 19.75
H 18.93 15.02 19.31
H 19.36 16.68 18.78
C 8.40 15.55 11.77
C 8.39 15.71 13.23
N 7.60 14.62 13.97
C 6.16 15.06 13.91
C 7.81 13.24 13.29
C 7.27 12.12 14.15
C 7.92 14.63 15.47
C 9.33 14.17 15.79
O 10.32 15.07 15.42
C 11.61 14.85 16.03
H 9.05 14.75 11.48
H 8.90 16.43 11.40
H 7.47 15.40 11.22
H 7.93 16.59 13.58
H 9.39 15.64 13.60
H 5.98 15.31 12.83
H 6.02 15.99 14.55
H 5.42 14.32 14.15
H 8.84 13.21 12.97
H 7.26 13.32 12.37
H 7.27 11.27 13.52
H 6.26 12.24 14.48
H 7.89 11.93 15.04
H 7.40 13.83 15.91
H 7.58 15.49 16.02
H 9.59 13.18 15.42
H 9.32 14.05 16.93
H 12.02 13.84 15.91
H 11.50 14.95 17.13
H 12.30 15.55 15.58
C 8.05 13.33 24.56
C 7.45 14.27 23.51
N 7.89 15.67 23.43
C 7.95 16.28 24.83
C 9.33 15.73 22.80
C 9.45 14.81 21.52
C 6.91 16.43 22.53
C 6.87 17.88 22.69
O 8.17 18.49 22.58
C 8.19 19.79 22.09
H 7.46 12.39 24.50
H 8.00 13.66 25.58
H 9.05 13.10 24.21
H 6.36 14.27 23.59
H 7.69 13.78 22.58
H 6.96 16.27 25.26
H 8.23 17.28 24.67
H 8.69 15.77 25.37
H 10.10 15.56 23.57
H 9.42 16.74 22.48
H 9.68 13.70 21.69
H 10.32 15.07 20.87
H 8.62 15.02 20.88
H 5.88 16.10 22.74
H 7.12 16.20 21.47
H 6.38 18.17 23.64
H 6.30 18.33 21.84
H 7.89 19.78 20.99
H 9.22 20.07 22.04
H 7.53 20.54 22.58
C 19.10 5.78 20.81
C 19.17 6.96 19.87
N 18.17 7.99 20.22
C 18.16 9.01 19.21
C 16.75 7.35 20.27
C 16.50 6.46 19.10
C 18.29 8.58 21.59
C 19.56 9.19 21.94
O 19.69 10.41 21.33
C 18.88 11.44 21.84
H 18.18 5.21 20.85
H 19.30 6.08 21.85
H 19.93 5.15 20.51
H 19.00 6.70 18.82
H 20.10 7.48 19.92
H 18.05 8.58 18.22
H 19.13 9.57 19.19
H 17.37 9.78 19.41
H 16.03 8.24 20.30
H 16.70 6.83 21.23
H 17.23 5.68 19.00
H 16.53 6.92 18.10
H 15.53 6.02 19.19
H 18.05 7.74 22.21
H 17.44 9.26 21.64
H 20.36 8.60 21.44
H 19.71 9.15 23.04
H 17.80 11.24 21.62
H 19.15 12.32 21.22
H 19.05 11.56 22.91
N 14.96 11.59 21.25
O 14.93 11.85 22.44
O 14.55 12.35 20.39
O 15.52 10.54 20.81
*
```


# 6
Formula: C18H39Cl12N3O3
Source: the OMol25 dataset
Level of theory: ωB97M-V/def2-TZVPD

Results
Gap between HOMO and LUMO = 0.3505 Ha
Structure (SMILES) = CC(N)=O.CC(N)=O.CC(N)=O.ClCCCl.ClCCCl.ClCCCl.ClCCCl.ClCCCl.ClCCCl
Molar mass = 771.0 g/mol

```
! wB97M-V def2-TZVPD RIJCOSX def2/J DEFGRID3
* xyz 0 1
C 0.98 -2.08 -3.58
C -0.32 -2.90 -3.30
N -0.24 -4.20 -3.20
O -1.41 -2.38 -3.13
H 1.06 -2.14 -4.67
H 1.88 -2.48 -3.12
H 0.90 -1.03 -3.30
H -1.02 -4.83 -3.28
H 0.68 -4.55 -3.45
C -4.30 -3.97 -0.79
C -4.14 -4.91 -1.96
N -3.33 -4.64 -2.96
O -5.01 -5.78 -2.13
H -4.06 -4.38 0.19
H -5.30 -3.54 -0.70
H -3.62 -3.12 -0.90
H -2.90 -3.73 -2.89
H -2.98 -5.34 -3.59
C 0.04 3.82 4.83
C -0.49 2.46 4.38
N -1.59 1.98 4.95
O 0.05 1.92 3.42
H -0.75 4.36 5.35
H 0.33 4.54 4.06
H 0.82 3.69 5.58
H -1.84 2.15 5.91
H -1.91 1.08 4.62
Cl -2.50 -1.30 1.06
C -1.01 -0.33 0.97
C -0.64 0.10 -0.53
Cl 1.02 0.78 -0.68
H -0.21 -1.00 1.31
H -1.09 0.59 1.54
H -1.40 0.82 -0.81
H -0.77 -0.73 -1.24
Cl 2.73 3.81 -2.35
C 3.80 2.74 -1.50
C 5.25 3.39 -1.40
Cl 6.41 2.38 -0.51
H 3.79 1.81 -2.07
H 3.29 2.50 -0.57
H 5.18 4.41 -1.03
H 5.72 3.61 -2.36
Cl -2.21 3.72 -0.85
C -0.58 4.28 -0.48
C -0.25 4.03 1.02
Cl -1.15 5.25 2.02
H -0.51 5.31 -0.81
H 0.02 3.66 -1.14
H 0.77 4.29 1.32
H -0.54 3.02 1.31
Cl -1.39 -0.12 -6.18
C -2.67 0.65 -5.23
C -2.09 1.26 -3.98
Cl -1.01 2.65 -4.48
H -3.42 -0.10 -5.00
H -3.18 1.33 -5.92
H -1.61 0.44 -3.46
H -2.84 1.74 -3.34
Cl 4.40 0.94 4.18
C 4.60 0.95 2.45
C 3.57 0.04 1.78
Cl 4.20 -0.52 0.14
H 5.65 0.76 2.26
H 4.52 1.98 2.10
H 2.55 0.42 1.73
H 3.48 -0.83 2.43
Cl 1.07 -3.94 2.47
C 0.09 -4.32 3.83
C -0.65 -3.04 4.26
Cl 0.48 -1.73 4.88
H 0.75 -4.74 4.59
H -0.58 -5.15 3.60
H -1.45 -3.18 4.98
H -1.15 -2.61 3.39
*
```